Entry 1:
Density functional theory data (wB97M-V/def2-TZVPD) for a cluster of 2 separate species, C16H31NO3 in total.

```
51
C16H31NO3 | the Open Molecules 2025 dataset | wB97M-V/def2-TZVPD
C 0.037 -4.365 2.540
C 0.545 -3.448 1.903
C 0.893 -2.101 1.135
C -0.075 -0.903 1.567
C -1.286 -0.612 0.576
C -2.674 -0.915 1.314
C -3.801 -1.516 0.346
C -3.711 -3.103 0.238
O -4.623 -3.814 1.087
C -4.131 -3.952 2.428
O 1.039 -2.293 -0.300
C 0.286 -3.381 -0.770
O 0.782 -4.058 -1.654
H -0.482 -5.256 2.966
H 1.933 -1.825 1.512
H 0.575 0.036 1.602
H -0.456 -1.031 2.633
H -1.277 0.515 0.387
H -1.201 -1.095 -0.440
H -2.484 -1.607 2.200
H -3.073 0.065 1.737
H -3.617 -1.059 -0.679
H -4.831 -1.253 0.756
H -2.650 -3.405 0.496
H -3.906 -3.408 -0.842
H -3.004 -3.946 2.522
H -4.477 -4.966 2.824
H -4.540 -3.167 3.133
H -0.758 -3.650 -0.439
C 1.375 4.677 0.351
C 2.350 3.594 -0.094
N 1.784 2.664 -1.062
C 2.596 1.467 -1.259
C 3.990 1.650 -1.857
C 1.237 3.254 -2.277
C 2.166 4.114 -3.136
H 0.445 4.241 0.725
H 1.818 5.264 1.159
H 1.134 5.368 -0.459
H 2.637 3.034 0.802
H 3.264 4.071 -0.471
H 2.037 0.749 -1.869
H 2.708 0.973 -0.286
H 3.946 1.868 -2.924
H 4.560 0.724 -1.746
H 4.556 2.441 -1.360
H 0.373 3.866 -1.999
H 0.812 2.463 -2.904
H 2.744 4.826 -2.543
H 1.573 4.694 -3.848
H 2.858 3.507 -3.720
```

Calculated values
**E_LUMO**: 0.70 eV
**ΔE to the lowest compared entry with this formula, charge and spin**: 99.2 kcal per mole
**DFT total energy**: -24722.430 eV

Here are the natural (NBO) charges for atoms 1 to 4, given in e:
1 C -0.23
2 C -0.09
3 C 0.05
4 C -0.42

Entry 2:
Density functional theory data (wB97M-V/def2-TZVPD) for a cluster of 2 separate species, C16H31NO5P in total.

```
54
C16H31NO5P | the Open Molecules 2025 dataset | wB97M-V/def2-TZVPD
C 2.758 -0.853 2.424
C 3.749 -1.324 1.678
C 3.550 -1.780 0.240
C 3.470 -0.598 -0.660
N 2.402 -0.169 -1.242
C 1.025 -0.705 -1.110
C 0.663 -1.510 -2.365
C 0.025 0.415 -0.746
C -0.624 0.264 0.644
C -0.393 1.497 1.515
C 2.667 0.959 -2.169
C 4.185 0.957 -2.312
C 4.638 0.271 -1.009
P 6.380 -0.434 -0.981
O 7.166 0.879 -1.529
O 6.637 -0.430 0.631
H 1.720 -0.982 2.138
H 2.954 -0.356 3.365
H 4.742 -1.444 2.094
H 2.671 -2.413 0.143
H 4.402 -2.377 -0.093
H 1.034 -1.397 -0.276
H 1.148 -1.134 -3.264
H -0.413 -1.501 -2.514
H 0.962 -2.551 -2.246
H 0.519 1.387 -0.778
H -0.751 0.455 -1.508
H -0.247 -0.619 1.165
H -1.700 0.123 0.545
H -0.757 2.389 1.004
H -0.900 1.417 2.474
H 0.675 1.650 1.691
H 2.222 1.898 -1.852
H 2.188 0.690 -3.110
H 4.627 1.948 -2.331
H 4.497 0.410 -3.200
H 4.611 1.046 -0.220
H 6.875 1.732 -1.184
H 6.075 0.148 1.161
C -7.753 -0.417 2.768
C -7.374 -1.237 1.557
O -7.151 -0.402 0.401
C -5.968 0.189 0.337
O -5.059 0.073 1.123
O -5.932 0.942 -0.768
C -4.722 1.679 -0.926
H -8.614 0.214 2.546
H -8.011 -1.078 3.595
H -6.928 0.221 3.079
H -8.184 -1.899 1.259
H -6.485 -1.840 1.741
H -3.865 1.013 -0.831
H -4.654 2.466 -0.176
H -4.755 2.119 -1.918
```

Calculated values
**E_LUMO**: -3.50 eV
**ΔE to the lowest compared entry with this formula, charge and spin**: 0.0 kcal per mole
**DFT total energy**: -38105.695 eV
**Charge**: +1

Here are the natural (NBO) charges for atoms 1 to 4, given in e:
1 C -0.35
2 C -0.21
3 C -0.54
4 C 0.53

Entry 3:
Density functional theory data (wB97M-V/def2-TZVPD) for a cluster of 5 separate species, C16H31O18P in total.

```
66
C16H31O18P | the Open Molecules 2025 dataset | wB97M-V/def2-TZVPD
O 3.205 -2.926 4.350
C 2.585 -2.245 3.568
O 2.620 -0.895 3.514
C 1.720 -0.455 2.467
C 0.656 -1.530 2.563
P -0.772 -1.429 1.463
O -0.603 -0.395 0.455
O -2.025 -1.046 2.401
O -1.123 -2.850 0.849
C 1.609 -2.724 2.479
O 1.079 -3.999 2.629
H 1.326 0.538 2.584
H 2.318 -0.583 1.579
H 0.341 -1.568 3.606
H -1.835 -1.345 3.295
H -1.267 -3.459 1.585
H 2.109 -2.684 1.518
H 1.031 -4.185 3.571
C -2.391 2.369 7.820
O -2.794 2.999 6.604
C -1.995 2.751 5.569
O -1.008 2.062 5.590
O -2.478 3.390 4.510
C -1.702 3.216 3.322
H -3.122 2.652 8.573
H -2.391 1.286 7.711
H -1.407 2.717 8.127
H -1.661 2.166 3.040
H -0.697 3.612 3.456
H -2.194 3.773 2.531
C -0.320 1.631 -1.716
O -0.746 2.891 -1.174
C -1.354 3.689 -2.041
O -1.570 3.449 -3.199
O -1.689 4.814 -1.406
C -2.357 5.772 -2.228
H 0.151 1.088 -0.914
H -1.173 1.060 -2.073
H 0.400 1.785 -2.520
H -3.291 5.366 -2.609
H -1.718 6.084 -3.052
H -2.570 6.629 -1.596
C -1.036 -4.268 -1.782
O -1.844 -4.928 -2.761
C -1.873 -6.250 -2.641
O -1.298 -6.898 -1.807
O -2.652 -6.738 -3.605
C -2.775 -8.160 -3.595
H -1.096 -3.203 -1.982
H -1.410 -4.463 -0.788
H 0.002 -4.588 -1.867
H -3.221 -8.502 -2.663
H -1.805 -8.631 -3.742
H -3.429 -8.421 -4.422
C 6.282 2.022 -3.995
O 4.911 1.651 -4.138
C 4.128 2.628 -4.595
O 4.483 3.739 -4.878
O 2.888 2.156 -4.681
C 1.930 3.105 -5.161
H 6.804 1.147 -3.620
H 6.706 2.307 -4.956
H 6.388 2.837 -3.281
H 2.183 3.432 -6.167
H 1.867 3.959 -4.490
H 0.969 2.601 -5.182
```

Calculated values
**E_LUMO**: -0.20 eV
**DFT total energy**: -63240.676 eV

Here are the natural (NBO) charges for atoms 1 to 4, given in e:
1 O -0.54
2 C 0.75
3 O -0.48
4 C -0.05

Entry 4:
Density functional theory data (wB97M-V/def2-TZVPD) for a structure of composition C16H31O9S4Tl.

```
61
C16H31O9S4Tl | the Open Molecules 2025 dataset | wB97M-V/def2-TZVPD
Tl 0.630 -0.568 0.782
C -5.211 1.672 -3.959
C -4.607 0.251 -4.126
O -3.237 0.120 -3.763
H -6.264 1.593 -4.228
H -4.662 2.387 -4.571
H -5.267 2.103 -2.959
H -4.865 0.015 -5.159
H -5.141 -0.478 -3.518
C 2.167 -2.415 8.847
C 1.734 -2.642 7.471
C 2.020 -4.051 6.827
O 1.812 -4.061 5.613
C 2.776 -5.018 7.716
C 3.249 -4.613 8.925
C 2.921 -3.259 9.515
O 3.276 -2.834 10.698
O 3.885 -5.551 9.559
O 0.993 -1.914 6.759
H 1.867 -1.474 9.285
H 2.868 -6.016 7.314
C 7.572 0.480 -3.311
S 6.279 1.529 -3.955
O 5.238 1.675 -2.845
C 7.246 3.106 -4.133
H 7.271 -0.565 -3.241
H 7.994 0.792 -2.355
H 8.479 0.504 -3.915
H 8.187 2.973 -4.668
H 7.530 3.451 -3.138
H 6.573 3.900 -4.456
C -2.647 7.248 -1.437
S -1.073 6.390 -0.896
O -1.483 4.919 -0.591
C -0.257 6.292 -2.544
H -2.451 8.263 -1.782
H -3.241 7.292 -0.524
H -3.254 6.704 -2.161
H -0.847 5.581 -3.122
H 0.732 5.906 -2.297
H -0.339 7.343 -2.821
C 3.438 -5.061 -6.028
S 2.931 -5.661 -4.389
O 2.772 -4.481 -3.455
C 1.192 -6.039 -4.942
H 4.493 -4.789 -6.055
H 2.783 -4.243 -6.330
H 3.283 -5.867 -6.746
H 0.565 -6.368 -4.113
H 1.124 -6.746 -5.769
H 0.736 -5.143 -5.364
C -7.441 1.791 3.246
S -6.044 0.899 4.086
O -5.361 0.090 2.997
C -7.269 -0.172 5.038
H -8.262 2.202 3.834
H -7.786 1.151 2.434
H -6.895 2.655 2.869
H -6.758 -0.760 5.800
H -7.909 -0.764 4.384
H -8.043 0.272 5.664
```

Calculated values
**E_LUMO**: -4.45 eV
**ΔE to the lowest compared entry with this formula, charge and spin**: 150.8 kcal per mole
**DFT total energy**: -83540.217 eV

Here are the natural (NBO) charges for atoms 1 to 4, given in e:
1 Tl 1.00
2 C -0.63
3 C -0.08
4 O -0.69

Entry 5:
Density functional theory data (wB97M-V/def2-TZVPD) for a structure of composition C16H32AlBF4N2O4.

```
60
C16H32AlBF4N2O4 | the Open Molecules 2025 dataset | wB97M-V/def2-TZVPD
C -3.008 -2.843 3.191
C -3.029 -3.914 1.910
O -3.174 -5.218 2.234
O -2.850 -3.433 0.501
C -1.393 -3.460 0.301
C -0.891 -2.580 -1.030
C -2.089 -1.816 -1.812
C -2.735 -0.493 -1.131
C -2.059 0.107 0.209
C -1.153 1.447 0.090
B -1.959 2.692 0.878
N -1.985 2.729 2.426
O -2.673 3.782 0.184
C 0.242 1.246 0.927
C 1.509 0.676 0.073
C 2.035 -0.723 0.826
C 2.769 1.744 0.274
N 1.237 0.296 -1.356
O 2.350 -0.143 -1.993
C 0.482 1.328 -2.144
C 1.443 2.567 -2.730
C -0.078 0.580 -3.532
C -0.795 2.020 -1.384
H -2.811 -3.374 4.224
H -4.038 -2.263 3.159
H -2.119 -2.058 3.064
H -0.926 -4.550 0.299
H -0.920 -2.927 1.259
H -0.415 -3.392 -1.759
H -0.009 -1.916 -0.644
H -1.698 -1.595 -2.919
H -2.959 -2.618 -1.975
H -2.891 0.292 -2.019
H -3.858 -0.792 -0.843
H -2.962 0.394 0.940
H -1.430 -0.667 0.866
H -2.276 1.766 2.774
H -1.017 2.944 2.772
H -2.233 4.633 0.540
H -0.026 0.641 1.900
H 0.555 2.333 1.310
H 3.169 -0.587 1.168
H 1.435 -0.971 1.799
H 2.027 -1.653 0.115
H 2.907 1.830 1.456
H 2.504 2.820 -0.102
H 3.769 1.305 -0.155
H 0.842 3.019 -3.654
H 2.462 2.189 -3.162
H 1.555 3.452 -1.962
H 0.338 1.072 -4.513
H -1.246 0.572 -3.607
H 0.262 -0.558 -3.525
H -1.719 2.109 -2.135
H -0.473 3.160 -1.217
F 6.050 1.141 0.826
Al 6.401 -0.240 1.927
F 7.146 -1.583 0.987
F 4.868 -0.812 2.679
F 7.539 0.294 3.216
```

Calculated values
**E_LUMO (alpha / beta)**: 1.71 / 1.71 eV
**2S+1**: 2
**DFT total energy**: -46426.430 eV
**Charge**: -1

Here are the natural (NBO) charges for atoms 1 to 4, given in e:
1 C -0.73
2 C 0.80
3 O -0.57
4 O -0.57

Entry 6:
Density functional theory data (wB97M-V/def2-TZVPD) for a structure of composition C16H32BO12Ti.

```
62
C16H32BO12Ti | the Open Molecules 2025 dataset | wB97M-V/def2-TZVPD
Ti 17.227 -19.754 -21.319
O 14.911 -20.471 -16.681
C 16.039 -20.833 -16.870
O 16.736 -21.723 -16.184
B 18.112 -21.812 -16.712
O 18.097 -20.925 -17.925
C 16.940 -20.364 -18.037
O 16.588 -19.616 -18.921
O 18.454 -23.196 -17.056
C 19.508 -23.578 -16.332
O 20.010 -24.659 -16.316
C 19.948 -22.364 -15.470
O 19.129 -21.351 -15.779
O 20.844 -22.339 -14.692
C 18.081 -21.417 -25.140
C 17.961 -20.094 -24.400
C 16.528 -19.694 -24.076
O 18.743 -20.100 -23.185
H 19.125 -21.655 -25.330
H 17.572 -21.322 -26.098
H 17.620 -22.198 -24.534
H 18.322 -19.290 -25.057
H 16.512 -18.711 -23.593
H 16.045 -20.362 -23.349
H 15.959 -19.576 -24.996
H 19.487 -19.499 -23.275
C 20.228 -16.492 -20.933
C 19.722 -17.760 -20.224
C 20.119 -17.791 -18.765
O 18.292 -17.849 -20.347
H 19.487 -15.704 -20.788
H 20.382 -16.630 -22.004
H 21.179 -16.162 -20.513
H 20.139 -18.628 -20.734
H 21.208 -17.815 -18.689
H 19.722 -18.696 -18.305
H 19.798 -16.895 -18.230
H 17.923 -17.221 -19.718
C 15.717 -16.411 -22.140
C 14.977 -17.111 -21.040
C 13.480 -16.841 -21.056
O 15.215 -18.536 -21.160
H 15.913 -15.362 -21.923
H 15.170 -16.439 -23.090
H 16.686 -16.879 -22.335
H 15.406 -16.842 -20.066
H 13.268 -15.792 -21.265
H 13.004 -17.097 -20.111
H 13.056 -17.419 -21.882
H 14.591 -19.010 -20.598
C 17.122 -23.399 -20.252
C 16.228 -22.877 -21.374
C 15.121 -23.845 -21.723
O 15.638 -21.602 -20.965
H 17.911 -22.681 -20.027
H 17.526 -24.370 -20.530
H 16.506 -23.488 -19.353
H 16.825 -22.616 -22.252
H 14.502 -24.009 -20.838
H 15.487 -24.774 -22.149
H 14.477 -23.388 -22.485
H 14.748 -21.768 -20.641
```

Calculated values
**E_LUMO (alpha / beta)**: -0.27 / -0.34 eV
**ΔE to the lowest compared entry with this formula, charge and spin**: 11.2 kcal per mole
**2S+1**: 4
**DFT total energy**: -65476.676 eV

Here are the natural (NBO) charges for atoms 1 to 4, given in e:
1 Ti 0.70
2 O -0.55
3 C 0.69
4 O -0.64

> Number 1 is which compound?

C16H31NO3